Computed, not measured: 2 unconnected molecules or ions with the total composition C15H24N2O14P3, with wB97M-V/def2-TZVPD.

Positions of all 58 atoms, in Å:
H: 2.18513 4.47906 3.14694
H: -2.58218 -3.67766 -2.40049
H: -1.99079 4.42957 0.55866
P: -0.30577 -0.37189 -3.47028
H: 2.25964 2.89740 -0.12372
H: 2.39214 6.08052 2.43115
O: 2.93670 5.12182 0.22773
H: 1.26442 -1.52090 -2.99340
O: -3.74704 -0.32671 -1.28174
O: 0.42728 0.66095 -2.73227
C: -0.40911 -4.31524 0.15370
H: -4.28549 0.43444 -1.54163
C: 2.23778 0.70439 2.33041
C: 1.86538 5.13411 2.33903
N: 1.79812 3.28443 0.68305
O: -2.17619 -6.69602 1.35504
H: 1.34274 2.40400 3.36235
C: -0.12602 -2.04671 -0.69586
H: 0.23000 1.14997 2.86304
H: 0.47443 1.71915 0.54203
O: 4.56473 0.56243 1.88354
O: -1.17024 3.44422 2.50264
O: -0.40233 -7.45487 -0.13845
C: -0.67565 3.89371 -1.03171
H: 0.38456 -1.08881 -0.60277
O: -2.85444 1.22130 -2.76852
C: -0.62074 3.28855 1.41685
H: -1.97186 -5.44614 -0.88750
C: 0.69969 2.49395 1.27250
C: -1.57173 -1.16882 -2.61486
H: 1.01256 -2.89664 0.91652
O: -1.54064 0.83251 -0.72745
O: 3.84840 2.41027 2.87673
C: 3.66154 1.28669 2.35936
C: 2.24911 4.49265 1.02139
C: -1.13840 -2.25522 -1.64613
O: 0.80260 -1.43287 -3.83816
C: -1.78754 -3.49301 -1.68308
C: 1.10368 1.72300 2.54730
H: -2.24566 -1.57211 -3.36390
N: -1.18026 3.86930 0.34514
H: 0.04771 4.70504 -1.14185
O: -0.82854 0.27425 -4.80135
H: -0.05110 0.79033 -5.05120
H: 0.97812 -7.59972 1.90437
O: 0.03278 -5.22154 1.08440
P: -2.38172 0.16027 -1.87361
H: -2.01251 1.66202 -0.58286
H: -2.36137 -7.63469 1.24317
H: 2.16602 -0.04217 3.12547
C: -1.43021 -4.51122 -0.79874
P: -0.61612 -6.71091 1.11378
H: 2.06394 0.18180 1.38547
O: 0.07957 -7.54925 2.25131
C: 0.23046 -3.07211 0.18255
H: 0.79460 5.30263 2.38726
H: -0.17481 2.95776 -1.28779
H: -1.49535 4.05273 -1.73359

Forces on atoms 1 to 2 (eV/Å):
H -0.108 -0.108 0.097
H 0.114 0.031 0.093

Calculated values
- E_tot: -75465.8825 eV
- HOMO energy: -4.17 eV
- Lowest unoccupied orbital energy: 1.6 eV
- Maximum force: 0.0822 Eh/bohr
- Total charge: -1

***

Computed, not measured: 4 unconnected molecules or ions with the total composition C3H14O3S, with wB97M-V/def2-TZVPD.

Positions of all 21 atoms, in Å:
H: -2.41047 -1.99075 1.87790
C: -1.76191 1.18607 -2.12030
C: -1.93935 -1.67902 0.92181
H: -2.05115 2.08476 -1.34157
H: 2.93693 1.81326 4.99005
O: 3.52904 1.23935 5.45881
O: 3.94076 -3.57323 -3.15657
H: -0.24468 3.14414 -0.48965
H: -1.05394 1.39210 -2.98238
H: 1.02474 3.76622 -1.02498
O: 0.12598 3.59604 -1.35673
H: -0.95213 -2.04208 1.16283
S: -1.11990 -0.37758 -1.38217
H: 3.27203 0.23508 5.67673
C: -1.99814 -0.29264 0.28470
H: -2.41995 -2.43954 0.27719
H: -1.43630 0.46309 1.01721
H: 4.29022 -4.45207 -3.09843
H: -2.79368 0.87271 -2.46753
H: -3.08509 0.18587 0.08792
H: 4.14699 -3.13178 -2.33483

Forces on atoms 1 to 2 (eV/Å):
H -0.415 1.649 -0.251
C -0.785 0.546 0.685

Calculated values
- E_tot: -20305.2311 eV
- HOMO energy (alpha / beta): -13.30 / -13.30 eV
- Energy above the lowest of the compared OMol25 structures with the same formula, charge and spin: 217.8 kJ/mol
- 2S+1: 2
- Lowest unoccupied orbital energy (alpha / beta): -3.9 / -8.4 eV
- Maximum force: 0.0815 Eh/bohr
- Total charge: +1
- Expectation value of S²: 0.7535

***

Computed, not measured: a molecular structure, C28H28LuN2Si, with wB97M-V/def2-TZVPD.

Positions of all 60 atoms, in Å:
C: 0.76702 1.87788 0.17811
H: -0.34748 -2.64394 -3.28394
C: 2.42696 -1.22694 0.36791
C: -3.20920 1.46523 -6.07729
H: -3.97248 -2.40957 3.02812
C: -2.51645 0.42611 -3.99455
C: 2.53501 -1.88974 -6.63414
H: -1.13399 1.76086 1.37787
H: -3.31516 -0.30184 -0.70036
H: -0.19516 -0.08254 -6.45007
H: -0.29641 -4.21354 -2.48363
C: 3.15106 -1.79307 1.41222
H: 1.95368 2.30528 -1.68387
C: -2.96912 -0.86524 0.17246
C: 1.07053 -2.49477 2.41331
C: 0.37334 -1.88699 1.36683
C: -0.64855 1.86436 0.41006
H: 0.81432 -2.74952 -5.64654
H: 4.22268 -0.78499 -7.42360
H: -2.37644 2.24627 -0.98025
N: -1.63036 -1.09687 0.23804
C: -0.29332 2.31563 -1.83668
C: -3.43491 1.19163 -4.72207
H: 1.53194 1.77471 0.94268
C: 3.46549 0.09597 -5.59690
C: -1.10268 -1.79078 1.30240
H: 0.49366 -2.98609 3.19559
H: -1.49671 -2.86655 3.11334
H: -4.89518 -1.08139 1.08774
C: 2.51019 0.02822 -4.58644
H: -3.94699 2.03832 -6.65006
C: -1.10940 0.25968 -5.96394
H: -4.32427 1.57551 -4.21987
Si: 0.02193 -0.77246 -3.54128
C: 1.48595 -0.93885 -4.66024
H: -1.86827 1.19949 -7.75626
H: 0.30236 -5.37320 -3.61284
H: 4.23790 -1.71697 1.40230
C: 1.55086 -1.93972 -5.64228
C: 2.46309 -2.43510 2.44536
C: -1.30483 2.12614 -0.83838
C: -1.30614 0.00846 -4.59329
H: 2.56448 -2.64987 -7.41327
C: 0.06508 -4.29980 -3.51136
H: 4.21640 0.89041 -5.58484
H: 2.89533 -0.72674 -0.49062
H: 3.00667 -2.87781 3.27471
C: 0.98629 2.16243 -1.21012
H: 2.52228 0.73319 -3.75332
C: 3.48055 -0.84700 -6.63196
C: -2.05286 0.99337 -6.70125
H: 1.02044 -3.80774 -3.70523
H: -0.47475 2.57443 -2.87680
Lu: -0.13713 0.04760 -1.04974
C: -3.83309 -1.31733 1.16837
H: -0.70128 -4.12526 -4.27105
C: -3.31606 -2.04603 2.23659
N: 1.06869 -1.27152 0.35116
C: -1.94678 -2.30166 2.30097
H: -2.72704 0.18057 -2.94749

Forces on atoms 1 to 2 (eV/Å):
C -0.466 1.144 -0.183
H -0.135 4.437 -0.040

Calculated values
- E_tot: -73961.9730 eV
- HOMO energy: -9.55 eV
- Energy above the lowest of the compared OMol25 structures with the same formula, charge and spin: 0.0 kJ/mol
- Lowest unoccupied orbital energy: -4.3 eV
- Maximum force: 0.0863 Eh/bohr
- Total charge: +1

***

- Which value of maximum force does entry 2 give?
  0.0815 Eh/bohr